A cluster of 2 separate species, FO3 in total in a non-equilibrium geometry, computed with ωB97M-V/def2-TZVPD.

```
4
Properties=species:S:1:pos:R:3:nbo_charge:R:1
F 2.32 0.38 0.00 0.00
O -0.54 -1.25 0.00 -0.10
O -0.39 0.03 0.00 0.21
O -1.39 0.85 0.00 -0.11
```

Energy above the lowest of the compared OMol25 structures with the same formula, charge and spin in kcal per mole: 58.0
Total energy in hartree: -325.15596
LUMO (spin up / spin down) in eV: -4.497 / -3.941
Expectation value of S²: 1.767
2S+1: 2
Frontier orbital gap (spin up / spin down) in eV: 6.7 / 7.5



A structure of composition FV in a non-equilibrium geometry, computed with ωB97M-V/def2-TZVPD.

```
2
Properties=species:S:1:pos:R:3:nbo_charge:R:1
V 1.01 -1.15 -0.33 1.57
F -1.01 1.15 0.33 -0.57
```

Energy above the lowest of the compared OMol25 structures with the same formula, charge and spin in kcal per mole: 105.1
Total charge: +1
Total energy in hartree: -1043.32656
LUMO (spin up / spin down) in eV: -9.360 / -8.327
Expectation value of S²: 4.079
2S+1: 4
Frontier orbital gap (spin up / spin down) in eV: 4.8 / 7.5